13
Properties=species:S:1:pos:R:3:lowdin_charge:R:1 method="wB97M-V/def2-TZVPD" orbital_gap_ev=10.555 smiles=CO[C@@H]([NH3+])S total_charge=+1 de_lowest_ev=2.3123
C -1.115 1.389 -0.315 -0.1180
O -1.046 0.090 0.245 -0.1426
C 0.166 -0.327 0.504 -0.6250
N 0.558 -1.623 -0.438 0.1972
S 1.465 0.897 0.252 0.9320
H -0.423 2.086 0.194 0.0476
H -2.187 1.537 -0.070 0.1214
H -1.034 1.422 -1.411 0.1080
H 0.131 -0.670 1.530 0.1362
H 1.215 -1.429 -1.253 0.1757
H -0.222 -2.060 -0.938 0.1571
H 0.848 -2.338 0.222 0.1491
H 1.642 1.027 1.478 -0.1387